{
  "formula": "C34H27N3O7ReS",
  "method": "ωB97M-V/def2-TZVPD",
  "symbols": ["Re", "O", "C", "O", "C", "C", "C", "C", "C", "N", "C", "O", "O", "H", "H", "H", "C", "C", "C", "C", "C", "C", "N", "H", "H", "H", "H", "H", "H", "H", "H", "C", "C", "C", "C", "C", "C", "C", "C", "C", "C", "C", "C", "C", "C", "C", "H", "H", "H", "H", "H", "H", "H", "H", "H", "H", "N", "C", "C", "C", "C", "C", "C", "S", "O", "O", "O", "H", "H", "H", "H", "H", "H"],
  "coordinates": [[0.576, -0.456, -0.118], [3.868, -1.489, -2.323], [3.038, -1.218, -1.480], [1.742, -1.183, -1.661], [3.441, -0.993, -0.036], [4.707, -1.091, 0.507], [4.857, -0.915, 1.879], [3.745, -0.664, 2.675], [2.506, -0.569, 2.069], [2.391, -0.730, 0.748], [1.168, -0.359, 2.746], [1.103, -0.190, 3.947], [0.157, -0.442, 1.924], [5.541, -1.301, -0.147], [5.840, -0.980, 2.327], [3.812, -0.536, 3.747], [-2.513, -1.914, 0.491], [-2.476, -0.909, -0.612], [-3.525, -0.518, -1.403], [-3.012, 0.419, -2.340], [-1.679, 0.572, -2.060], [-0.707, 1.480, -2.738], [-1.323, -0.246, -1.002], [-3.553, -2.144, 0.728], [-2.026, -1.557, 1.401], [-2.042, -2.850, 0.197], [-4.539, -0.883, -1.321], [-3.550, 0.932, -3.125], [-1.162, 1.881, -3.647], [0.221, 0.974, -3.011], [-0.447, 2.317, -2.089], [1.104, 1.316, -0.275], [1.739, 2.421, -0.304], [2.423, 3.570, -0.352], [1.872, 4.760, -1.047], [2.013, 6.047, -0.520], [1.462, 7.144, -1.164], [0.763, 6.980, -2.353], [0.621, 5.708, -2.888], [1.173, 4.611, -2.245], [3.761, 3.654, 0.284], [4.757, 4.509, -0.199], [6.019, 4.532, 0.376], [6.317, 3.708, 1.452], [5.335, 2.857, 1.945], [4.076, 2.832, 1.370], [2.548, 6.180, 0.413], [1.571, 8.132, -0.730], [0.332, 7.837, -2.855], [0.078, 5.566, -3.815], [1.068, 3.619, -2.664], [4.542, 5.147, -1.047], [6.778, 5.193, -0.027], [7.302, 3.728, 1.902], [5.550, 2.210, 2.788], [3.311, 2.168, 1.753], [0.659, -2.994, 0.426], [-0.026, -4.254, 0.406], [-0.695, -4.704, 1.540], [-1.328, -5.936, 1.527], [-1.301, -6.733, 0.390], [-0.662, -6.265, -0.747], [-0.026, -5.029, -0.744], [-2.036, -8.373, 0.431], [-3.316, -8.182, 1.102], [-2.137, -8.766, -0.968], [-1.082, -9.162, 1.202], [1.517, -3.064, -0.108], [0.892, -2.765, 1.385], [-0.716, -4.082, 2.429], [-1.852, -6.295, 2.404], [-0.668, -6.886, -1.634], [0.471, -4.663, -1.636]],
  "lowdin_spin": [1.20, 0.00, 0.00, 0.06, -0.01, 0.00, -0.02, 0.00, -0.01, 0.00, 0.00, 0.00, 0.06, 0.00, 0.00, 0.00, 0.00, 0.01, 0.02, 0.02, 0.01, 0.00, 0.03, 0.00, 0.00, 0.00, 0.00, 0.00, 0.00, 0.00, 0.00, -0.15, 0.00, -0.12, -0.01, -0.02, 0.00, -0.02, 0.00, -0.02, -0.01, -0.02, 0.00, -0.02, 0.00, -0.02, 0.00, 0.00, 0.00, 0.00, 0.00, 0.00, 0.00, 0.00, 0.00, 0.00, 0.00, 0.00, 0.00, 0.00, 0.00, 0.00, 0.00, 0.00, 0.00, 0.00, 0.00, 0.00, 0.00, 0.00, 0.00, 0.00, 0.00],
  "e_above_lowest_kj_mol": 0.0,
  "spin_multiplicity": 2,
  "orbital_gap_ev": [5.907, 6.128],
  "s_squared": 1.00,
  "e_homo_ha": [-0.0942, -0.0899],
  "total_charge": -2
}

---

{
  "formula": "C3H8N3O",
  "method": "ωB97M-V/def2-TZVPD",
  "symbols": ["N", "C", "N", "N", "C", "C", "O", "H", "H", "H", "H", "H", "H", "H", "H"],
  "coordinates": [[-2.419, -0.581, -0.099], [-1.706, 0.564, 0.399], [-0.675, 0.915, -0.507], [0.404, 1.282, -0.128], [1.567, 1.008, 0.284], [1.964, -0.311, -0.095], [0.828, -1.192, -0.315], [-2.185, -1.589, 0.183], [-2.752, -0.681, -1.097], [-2.300, 1.400, 0.459], [-1.330, 0.372, 1.394], [2.189, 1.786, 0.584], [2.542, -0.133, -1.061], [2.733, -0.841, 0.554], [1.139, -2.000, -0.554]],
  "lowdin_charge": [0.02, -0.24, 0.20, 0.14, 0.02, -0.17, 0.00, 0.13, 0.12, 0.11, 0.14, 0.14, 0.17, 0.17, 0.05],
  "e_above_lowest_kj_mol": 460.2,
  "orbital_gap_ev": [8.124, 8.124],
  "smiles": "NCN=[N+]=CCO",
  "e_homo_ha": [-0.5082, -0.5082],
  "total_charge": 1
}

---

{
  "formula": "CH4INO",
  "method": "ωB97M-V/def2-TZVPD",
  "symbols": ["C", "N", "O", "I", "H", "H", "H", "H"],
  "coordinates": [[-1.158, 0.914, -0.628], [0.775, -0.068, -1.098], [0.074, 0.718, -0.319], [2.537, -0.662, -0.481], [-1.659, 1.676, 0.000], [0.352, -1.711, 2.260], [-1.654, 0.284, -1.390], [0.733, -1.150, 1.656]],
  "lowdin_charge": [-0.02, -0.62, -0.31, 0.77, 0.09, 0.05, 0.09, -0.06],
  "e_above_lowest_kj_mol": 423.6,
  "orbital_gap_ev": [8.509, 7.779],
  "e_homo_ha": [-0.3089, -0.2958]
}

---

{
  "formula": "C13H18InNO8SSe",
  "method": "ωB97M-V/def2-TZVPD",
  "symbols": ["In", "C", "C", "C", "C", "C", "C", "C", "S", "O", "O", "N", "C", "C", "O", "O", "H", "H", "H", "H", "H", "H", "H", "H", "H", "C", "C", "C", "C", "H", "H", "H", "H", "H", "H", "H", "H", "H", "O", "Se", "O", "O", "O"],
  "coordinates": [[-0.364, 0.157, 0.265], [0.953, 4.985, 4.499], [1.222, 3.594, 3.988], [2.488, 3.235, 3.537], [2.725, 1.978, 3.008], [1.684, 1.068, 2.924], [0.420, 1.399, 3.390], [0.195, 2.659, 3.916], [1.929, -0.514, 2.128], [3.264, -0.927, 2.534], [0.833, -1.355, 2.574], [1.801, -0.385, 0.551], [2.670, 0.588, -0.084], [2.066, 2.010, -0.108], [2.825, 2.952, -0.356], [0.814, 2.096, 0.132], [1.839, 5.410, 4.974], [0.137, 4.986, 5.222], [0.667, 5.637, 3.670], [3.293, 3.962, 3.568], [3.706, 1.702, 2.645], [-0.380, 0.674, 3.320], [-0.803, 2.923, 4.246], [2.809, 0.294, -1.128], [3.656, 0.627, 0.386], [-0.664, -4.014, -1.590], [-0.458, -2.934, -0.517], [-1.303, -3.251, 0.719], [-0.817, -1.562, -1.076], [-0.381, -5.007, -1.220], [-0.062, -3.794, -2.476], [-1.715, -4.040, -1.890], [0.598, -2.933, -0.226], [-2.344, -2.968, 0.545], [-0.933, -2.687, 1.575], [-1.263, -4.318, 0.967], [-1.887, -1.488, -1.280], [-0.265, -1.360, -2.001], [-4.048, 2.154, 0.613], [-3.059, 0.955, 0.204], [-3.891, -0.351, -0.231], [-2.057, 0.562, 1.507], [-1.966, 1.376, -0.947]],
  "lowdin_charge": [0.90, -0.06, -0.27, -0.04, -0.06, -0.27, -0.06, -0.02, 0.55, -0.34, -0.34, -0.26, -0.20, -0.67, -0.02, -0.07, 0.07, 0.07, 0.08, 0.11, 0.11, 0.10, 0.12, 0.11, 0.10, -0.11, -0.52, -0.09, -0.22, 0.06, 0.06, 0.07, 0.11, 0.08, 0.05, 0.06, 0.03, 0.04, -0.50, 0.71, -0.49, -0.49, -0.49],
  "orbital_gap_ev": 7.415,
  "e_homo_ha": -0.0979,
  "total_charge": -2
}

---

Let's list DFT total energy in order: -2479.39623 -358.22116 -467.95528 -4152.64018 Ha.